The following is a quantum chemistry calculation of a structure of composition C22H51BCdN4O2Si2 at a distorted geometry, from the OMol25 dataset.

maximum force = 0.0948 hartree/bohr
total energy = -2009.82429 Ha
E_HOMO = -5.70 eV
Kohn-Sham gap = 5.490 eV

```
83
Properties=species:S:1:pos:R:3:lowdin_charge:R:1
O 0.202 -2.414 -3.373 -0.152
O 0.532 -4.705 -3.008 -0.141
C -0.712 -2.125 -4.495 -0.189
C -0.959 -0.644 -4.734 -0.057
H -1.640 -2.659 -4.263 0.118
H -0.312 -2.539 -5.434 0.109
H -1.264 -0.128 -3.820 0.085
H -1.785 -0.580 -5.472 0.100
H -0.101 -0.112 -5.176 0.085
C 1.438 -1.627 -3.360 -0.185
C 2.320 -2.230 -4.412 -0.051
H 1.826 -1.690 -2.340 0.129
H 1.194 -0.579 -3.568 0.109
H 2.463 -3.298 -4.224 0.078
H 3.308 -1.785 -4.463 0.093
H 1.879 -2.084 -5.403 0.086
C 1.446 -5.377 -2.105 -0.190
C -0.345 -5.636 -3.732 -0.176
C 2.227 -4.402 -1.289 -0.032
H 2.076 -6.074 -2.679 0.135
H 0.817 -6.009 -1.470 0.114
H 2.708 -3.623 -1.880 0.071
H 3.005 -4.960 -0.773 0.098
H 1.595 -3.940 -0.529 0.069
C 0.144 -5.773 -5.149 -0.047
H -1.348 -5.218 -3.628 0.120
H -0.295 -6.587 -3.163 0.135
H 0.209 -4.800 -5.659 0.074
H -0.530 -6.410 -5.743 0.096
H 1.137 -6.239 -5.153 0.089
H 0.509 -3.622 -3.389 0.081
Cd -1.327 -0.825 1.157 1.253
C -1.268 -2.506 0.051 -0.490
Si -2.579 -3.832 -0.058 0.357
H -0.314 -3.081 -0.025 -0.065
H -1.275 -2.062 -0.980 -0.044
C -3.528 -3.568 -1.648 -0.187
C -3.482 -3.584 1.569 -0.202
C -1.754 -5.496 -0.164 -0.181
C -3.187 0.134 0.291 -0.388
Si -3.803 1.227 1.644 0.319
H -3.867 -0.669 -0.022 -0.052
H -2.864 0.677 -0.616 -0.042
C -5.042 0.249 2.679 -0.203
C -4.530 2.771 0.848 -0.210
C -2.426 1.734 2.845 -0.240
H -2.286 -6.213 0.475 0.031
H -0.718 -5.459 0.179 0.012
H -1.731 -5.907 -1.176 0.007
H -4.097 -2.631 -1.657 0.027
H -4.236 -4.392 -1.801 0.024
H -2.852 -3.540 -2.518 -0.004
H -4.095 -2.672 1.546 0.009
H -2.712 -3.464 2.349 0.028
H -4.097 -4.464 1.783 0.016
H -5.092 2.499 -0.055 0.021
H -3.733 3.467 0.554 0.023
H -5.208 3.296 1.532 0.015
H -1.639 2.317 2.349 0.021
H -1.940 0.870 3.322 -0.004
H -2.861 2.351 3.642 0.023
H -5.291 0.800 3.596 0.021
H -4.631 -0.728 2.979 0.014
H -5.977 0.074 2.129 0.024
B 1.422 0.764 2.667 -0.414
N 1.268 1.182 1.152 -0.082
C 1.900 2.153 0.460 -0.098
C 1.430 2.134 -0.858 -0.090
C 0.497 1.075 -0.904 -0.179
N 0.399 0.510 0.317 -0.037
N 1.641 -0.804 2.649 -0.091
C 2.751 -1.525 2.920 -0.103
C 2.451 -2.879 2.753 -0.096
C 1.096 -2.912 2.375 -0.191
N 0.601 -1.657 2.352 -0.040
H 0.467 1.077 3.305 0.039
H 2.441 1.257 3.096 0.061
H 2.632 2.795 0.935 0.114
H 1.689 2.800 -1.654 0.071
H -0.093 0.742 -1.751 0.078
H 3.679 -1.050 3.212 0.110
H 3.102 -3.723 2.855 0.072
H 0.506 -3.785 2.088 0.089
```